Record 1
DFT (ωB97M-V/def2-TZVPD) results for one molecule with the formula C7H9NO at a distorted geometry.

Last column: Löwdin charge in e.
Atoms and positions in Å:
C (2.43, 0.26, 0.08)  0.0149
C (1.42, 0.34, 0.97)  -0.1296
C (0.19, -0.58, 0.89)  -0.1410
C (-0.35, -1.15, -0.50)  -0.2339
C (-0.74, 0.13, -1.15)  -0.2914
C (-1.87, 0.58, -0.25)  -0.0657
C (-1.12, 0.43, 1.07)  -0.3388
H (2.59, -0.56, -0.59)  0.0601
H (3.16, 1.04, 0.04)  0.0444
H (1.42, 1.06, 1.79)  0.1090
H (0.17, -1.33, 1.68)  0.1302
H (-1.19, -1.75, -0.14)  0.1235
H (0.43, -0.82, -2.41)  0.0816
H (0.12, 0.85, -1.02)  0.1440
H (-2.77, -0.07, -0.27)  0.1432
H (-2.06, 1.64, -0.31)  0.1168
N (-0.45, -1.05, -1.98)  0.1184
O (-1.38, 0.99, 2.09)  0.1143

- frontier orbital gap (eV) = 10.0
- relative energy (zero: lowest compared OMol25 entry of this formula, charge and spin) (kJ/mol) = 491.37
- HOMO level (eV) = -9.226
- multiplicity = 1
- E_tot (hartree) = -401.95386
- E_LUMO (eV) = 0.7397

***

Record 2
DFT (ωB97M-V/def2-TZVPD) results for a 2-piece molecular cluster, C7H9NO overall at a distorted geometry.

Last column: Löwdin charge in e.
Atoms and positions in Å:
C (0.52, 0.71, 2.22)  -0.1429
C (0.40, 0.13, 1.00)  0.0687
C (1.51, -0.74, 0.89)  -0.3934
C (-0.68, 0.59, -2.23)  -0.0109
C (-1.33, 0.63, -1.12)  -0.1052
C (1.88, -1.62, -0.25)  -0.0389
C (-2.56, 0.87, -0.39)  -0.1167
N (2.21, -0.68, 1.99)  0.0830
O (1.62, 0.22, 2.83)  -0.0567
H (-0.06, 1.42, 2.76)  0.1062
H (-1.17, 0.80, -3.18)  0.0721
H (0.37, 0.35, -2.30)  0.0534
H (1.00, -1.81, -0.87)  0.0681
H (2.64, -1.14, -0.85)  0.0809
H (2.28, -2.56, 0.12)  0.0782
H (-2.88, -0.03, 0.12)  0.0846
H (-2.41, 1.65, 0.35)  0.0808
H (-3.36, 1.19, -1.07)  0.0889

- frontier orbital gap (spin up / spin down) (eV) = 9.4 / 7.7
- relative energy (zero: lowest compared OMol25 entry of this formula, charge and spin) (kJ/mol) = 660.81
- HOMO level (spin up / spin down) (eV) = -9.461 / -8.490
- multiplicity = 1
- E_tot (hartree) = -401.88933
- E_LUMO (spin up / spin down) (eV) = -0.0158 / -0.7459

***

Record 3
DFT (ωB97M-V/def2-TZVPD) results for one molecule with the formula C7H9NO at a distorted geometry.

Last column: Löwdin charge in e.
Atoms and positions in Å:
C (0.75, -0.48, -0.01)  -0.5259
C (2.17, -0.50, -0.38)  0.0418
C (1.17, 0.67, -0.72)  -0.1425
C (0.35, 1.59, 0.18)  -0.0343
C (-1.00, 1.32, 0.20)  -0.0879
C (-1.67, 0.22, -0.53)  -0.1966
C (-0.58, -0.97, -0.64)  -0.1115
H (-0.21, -0.46, 1.62)  -0.0112
H (2.70, -1.10, -1.11)  0.0975
H (2.82, -0.60, 0.51)  0.1185
H (0.67, 0.58, -1.70)  0.1494
H (0.64, 2.65, 0.53)  0.1341
H (-1.66, 2.02, 0.68)  0.0999
H (-2.28, 0.46, -1.39)  0.1329
H (-2.46, -1.69, 0.04)  0.1276
H (-0.57, -1.70, -1.45)  0.1365
N (-1.71, -1.00, 0.33)  0.0319
O (0.64, -0.53, 1.42)  0.0399

- frontier orbital gap (eV) = 9.7
- relative energy (zero: lowest compared OMol25 entry of this formula, charge and spin) (kJ/mol) = 616.55
- HOMO level (eV) = -8.878
- multiplicity = 1
- E_tot (hartree) = -401.90618
- E_LUMO (eV) = 0.8686

***

Record 4
DFT (ωB97M-V/def2-TZVPD) results for C7H9NO2 as an isolated structure at a distorted geometry.

Last column: Löwdin charge in e.
Atoms and positions in Å:
C (-0.70, -2.50, 0.53)  -0.0309
C (-1.89, -2.06, 1.11)  -0.3308
C (0.31, -1.62, 0.09)  -0.4476
C (-1.38, -0.18, 0.79)  -0.0246
C (0.70, 0.88, -0.35)  -0.1825
C (2.00, 0.71, -1.05)  0.0016
C (0.05, 2.21, -0.23)  -0.0180
N (-0.03, -0.21, 0.12)  0.0421
O (-2.90, -2.16, 1.68)  0.1047
O (1.49, -1.86, -0.16)  0.0318
H (-0.66, -3.61, 0.17)  0.1444
H (-2.11, 0.23, 0.12)  0.0836
H (-1.35, 0.36, 1.64)  0.0477
H (2.37, 1.77, -0.97)  0.1014
H (1.87, 0.39, -2.10)  0.1247
H (2.54, -0.03, -0.57)  0.0503
H (-0.82, 2.29, -1.01)  0.1480
H (0.82, 2.98, -0.52)  0.0987
H (-0.30, 2.41, 0.71)  0.0553

- frontier orbital gap (eV) = 7.3
- relative energy (zero: lowest compared OMol25 entry of this formula, charge and spin) (kJ/mol) = 372.85
- HOMO level (eV) = -8.129
- multiplicity = 1
- E_tot (hartree) = -477.24989
- E_LUMO (eV) = -0.8725

***

Look up the multiplicity of the fourth one. 1